Entry 1:
{
  "formula": "C3H8N2",
  "method": "wB97M-V/def2-TZVPD",
  "symbols": ["N", "N", "C", "C", "C", "H", "H", "H", "H", "H", "H", "H", "H"],
  "coordinates": [[-0.8607, -1.2609, -2.9542], [-0.3394, 1.0446, 1.7738], [0.4440, 0.4164, 2.7887], [0.4388, 1.7575, 0.7301], [-0.0287, -2.0311, -2.3125], [0.1228, -0.2894, 3.5284], [-0.1098, 1.5265, -0.1757], [-1.2149, -0.5540, -2.2722], [0.4133, -2.7426, -3.0737], [1.4987, 1.4136, 0.6798], [0.6539, -2.0683, -1.4091], [1.5629, 0.6121, 2.8332], [0.3487, 2.7596, 0.9145]],
  "forces_ev_per_angstrom": [[0.65, -0.47, 3.39], [1.39, -1.39, 1.72], [0.94, 1.99, -2.41], [-0.63, -3.67, 1.38], [1.46, -0.22, -3.58], [-0.85, -0.16, 0.07], [0.26, 0.09, -0.79], [0.23, -0.18, -0.59], [-0.44, 0.04, 0.98], [-0.33, 0.27, -0.16], [-1.90, 0.89, -0.11], [-1.03, -0.15, -0.16], [0.24, 2.98, 0.25]],
  "multiplicity": 2,
  "s_squared": 0.754,
  "total_energy_ev": -6216.735,
  "homo_energy_ev": [0.55, -2.88],
  "total_charge": -1
}

***

Entry 2:
{
  "formula": "C3H8N2",
  "method": "wB97M-V/def2-TZVPD",
  "symbols": ["N", "N", "C", "C", "C", "H", "H", "H", "H", "H", "H", "H", "H"],
  "coordinates": [[-2.2356, -1.5640, 0.1040], [-0.9582, -1.5729, -0.7773], [1.6045, 1.3486, -0.3337], [0.3701, 1.3218, 0.5451], [-0.9141, -1.2132, 0.5642], [0.5878, 1.5641, 1.4966], [-0.5554, 1.5170, 0.1121], [-0.4188, -1.7882, 1.2757], [-1.1990, -0.8674, -1.4483], [-2.4213, -2.5621, 0.2630], [2.3772, 2.1602, -0.0748], [2.2377, 0.3615, -0.2668], [1.5250, 1.2948, -1.4599]],
  "forces_ev_per_angstrom": [[1.17, -0.13, -0.04], [-0.72, -1.02, 0.17], [2.16, -1.69, -0.91], [1.77, -0.90, -3.48], [-1.62, 1.07, -1.49], [0.12, 0.61, 3.29], [-1.43, 0.36, -0.38], [1.11, -0.75, 1.12], [0.43, 0.83, -0.03], [0.05, 0.38, 0.22], [-1.32, -0.98, -0.25], [-1.00, 1.49, 0.62], [-0.73, 0.73, 1.16]],
  "total_energy_ev": -6214.284,
  "homo_energy_ev": [-8.20, -8.42],
  "total_charge": 0
}

***

Entry 3:
{
  "formula": "C3H8N2",
  "method": "wB97M-V/def2-TZVPD",
  "symbols": ["N", "N", "C", "C", "C", "H", "H", "H", "H", "H", "H", "H", "H"],
  "coordinates": [[-1.3529, 0.4058, -0.3487], [-1.2722, -0.9324, 0.0758], [1.4955, -0.6100, -0.4251], [-0.2699, 1.0651, -0.0091], [1.0413, 0.3782, 0.5407], [1.8982, -0.0341, -1.3525], [0.7316, -1.3564, -0.5891], [2.4394, -1.0955, -0.0163], [-0.1411, 1.9710, -0.7571], [-0.4551, -0.8684, 0.8993], [1.7580, 1.1329, 0.8729], [0.7102, -0.1065, 1.5284], [-2.1667, -0.9560, 0.6857]],
  "forces_ev_per_angstrom": [[2.59, 0.91, 0.85], [-0.57, 0.82, 4.91], [3.73, -0.21, -1.52], [0.17, 0.56, -3.86], [-3.02, 1.83, 2.60], [-1.13, -1.33, 1.14], [0.25, -0.07, -0.72], [-1.13, 0.21, -0.49], [-0.22, -1.17, 2.27], [-2.96, -1.18, -2.46], [-0.02, -0.05, -0.42], [0.79, 0.49, -0.92], [1.53, -0.82, -1.40]],
  "smiles": "CC/C=N\\N",
  "total_energy_ev": -6217.966,
  "homo_energy_ev": -9.47,
  "total_charge": 0
}

***

Entry 4:
{
  "formula": "C3H8N2",
  "method": "wB97M-V/def2-TZVPD",
  "symbols": ["N", "N", "C", "C", "C", "H", "H", "H", "H", "H", "H", "H", "H"],
  "coordinates": [[-1.4814, 1.5211, 0.7434], [0.7490, -0.4237, 1.4416], [1.1789, -0.6222, -0.9413], [0.2535, -0.2850, 0.2261], [-0.9031, 0.6837, -0.1022], [0.6244, -0.8017, -1.8646], [-0.6966, -1.1263, 0.0382], [-0.9912, 1.5379, 1.6417], [-0.8633, 0.9792, -1.1614], [0.1853, 0.0863, 2.1287], [1.7670, -1.5053, -0.6995], [-1.6807, -0.2618, -0.3487], [1.8582, 0.2177, -1.1020]],
  "forces_ev_per_angstrom": [[-0.34, 0.81, 0.70], [0.33, 0.10, 0.86], [0.01, 0.24, 0.13], [-1.03, -1.01, -1.19], [-0.39, -1.45, -1.32], [0.00, 0.02, 0.06], [1.43, -0.25, 0.59], [-0.06, -0.04, -0.02], [0.10, 0.29, 0.10], [0.02, -0.10, -0.04], [-0.03, 0.03, 0.01], [-0.07, 1.38, 0.14], [0.03, -0.03, -0.04]],
  "total_energy_ev": -6215.359,
  "homo_energy_ev": [-8.93, -9.24],
  "total_charge": 0
}